40 unconnected molecules or ions with the total composition C12H102FO40S, computed with wB97M-V/def2-TZVPD.

Structure (ORCA input):
```
! RIJCOSX wB97M-V def2-TZVPD def2/J DEFGRID3
* xyz 1 1
C -1.14 -1.94 1.78
C 0.40 -2.05 2.11
C 1.12 -2.32 0.78
C 2.62 -1.97 0.75
C 2.98 -0.55 1.27
C 1.98 0.57 0.92
C 2.24 1.20 -0.49
C 1.51 2.56 -0.70
C -0.04 2.47 -0.56
C -0.80 2.38 -1.92
S 0.00 1.36 -3.18
C -0.52 -0.40 -2.98
C 0.62 -1.40 -2.94
O 0.35 -2.53 -2.72
F 1.89 -1.05 -3.20
H -1.42 -0.88 1.64
H -1.77 -2.37 2.55
H -1.35 -2.44 0.82
H 0.66 -1.08 2.55
H 0.49 -2.86 2.83
H 0.99 -3.40 0.55
H 0.60 -1.77 -0.04
H 3.13 -2.68 1.41
H 3.00 -2.19 -0.26
H 3.93 -0.28 0.78
H 3.21 -0.60 2.34
H 2.17 1.38 1.63
H 0.93 0.29 1.04
H 3.32 1.42 -0.51
H 1.98 0.44 -1.25
H 1.84 3.32 0.03
H 1.73 3.02 -1.69
H -0.39 3.41 -0.10
H -0.38 1.65 0.08
H -1.02 3.39 -2.28
H -1.78 1.92 -1.71
H 1.35 1.31 -3.01
H -1.20 -0.48 -2.11
H -1.14 -0.59 -3.87
O -3.37 0.56 -1.02
H -3.39 -0.21 -0.44
H -4.14 0.43 -1.60
O -1.02 -5.06 -4.18
H -0.28 -5.29 -4.75
H -0.88 -4.14 -3.97
O -2.95 1.96 1.81
H -3.78 2.37 1.55
H -2.61 1.58 0.99
O 1.06 -5.86 0.58
H 0.74 -5.94 -0.33
H 0.92 -6.74 0.95
O -0.43 5.44 1.52
H -0.33 4.63 2.02
H -1.19 5.87 1.95
O -0.10 1.12 3.45
H -0.09 0.33 4.01
H -0.90 1.01 2.91
O -3.04 -6.81 -2.71
H -2.36 -6.17 -2.99
H -2.61 -7.30 -2.00
O 3.35 -3.70 -2.80
H 2.77 -2.93 -2.91
H 3.98 -3.65 -3.53
O 2.25 7.38 1.91
H 1.41 6.90 1.82
H 2.27 7.95 1.13
O 2.18 2.11 -5.81
H 1.68 1.83 -5.03
H 2.75 1.35 -6.00
O 4.22 -6.11 0.38
H 3.38 -5.70 0.14
H 4.56 -6.47 -0.44
O -0.25 8.49 3.22
H -0.24 8.66 4.17
H 0.66 8.22 3.01
O 2.69 0.05 4.90
H 2.83 0.95 4.57
H 3.53 -0.17 5.32
O -1.11 8.83 6.43
H -1.02 8.03 6.96
H -1.89 9.27 6.79
O -2.78 7.07 1.64
H -3.70 7.20 1.38
H -2.35 7.90 1.39
O 4.23 -5.16 3.33
H 3.40 -4.76 3.09
H 4.57 -5.53 2.51
O 6.97 -6.49 -0.89
H 7.81 -6.49 -1.37
H 7.20 -6.23 0.00
O 2.47 4.19 -3.13
H 2.91 5.04 -3.16
H 2.86 3.70 -3.87
O -4.78 3.04 4.33
H -4.03 2.80 3.77
H -4.67 3.99 4.49
O 3.51 6.71 -0.47
H 4.30 6.24 -0.75
H 3.53 6.63 0.49
O -5.26 0.82 -3.60
H -5.83 1.58 -3.75
H -4.65 0.84 -4.34
O 0.72 -8.16 -1.52
H 1.42 -7.61 -1.89
H 1.07 -9.06 -1.60
O -6.13 -5.89 -2.76
H -6.35 -4.98 -3.01
H -5.16 -5.92 -2.84
O -3.62 -2.14 -2.51
H -3.87 -1.27 -2.84
H -2.66 -2.16 -2.59
O 4.18 4.13 -6.05
H 3.35 3.65 -6.19
H 4.21 4.76 -6.78
O -3.04 -4.39 2.41
H -3.04 -5.17 2.98
H -3.83 -4.51 1.86
O 0.20 3.59 4.73
H 1.09 3.95 4.74
H 0.29 2.73 4.30
O -4.91 6.59 4.00
H -5.50 7.36 3.93
H -4.33 6.67 3.24
O 1.33 -4.84 -6.27
H 2.07 -5.09 -6.84
H 1.49 -3.91 -6.07
O -5.10 9.52 4.01
H -5.00 10.44 3.72
H -4.25 9.29 4.39
O -3.38 -10.09 -3.36
H -2.64 -10.31 -3.94
H -3.23 -9.17 -3.12
O 6.44 4.86 -8.29
H 7.24 4.43 -8.61
H 6.45 4.70 -7.34
O -6.11 1.90 -6.21
H -6.94 1.41 -6.30
H -6.09 2.49 -6.97
O 5.20 4.74 0.55
H 4.69 4.52 1.34
H 5.76 3.97 0.41
O 1.00 -1.29 7.45
H 0.44 -0.52 7.32
H 1.61 -1.26 6.70
O -5.33 -8.35 -1.02
H -6.16 -8.81 -1.15
H -5.31 -7.70 -1.73
O -2.09 -2.12 8.04
H -1.19 -1.76 8.07
H -1.98 -2.98 7.63
O 0.16 4.55 7.44
H -0.19 4.50 6.54
H 0.03 3.66 7.79
O 0.29 -10.49 -2.80
H -0.55 -10.98 -2.86
H 0.28 -9.92 -3.57
*
```

Values from the calculation:
E_HOMO, eV: -12.076
Electronic energy, hartree: -4025.7272

***

C5H6 in the gas phase, computed with wB97M-V/def2-TZVPD.

Structure (ORCA input):
```
! RIJCOSX wB97M-V def2-TZVPD def2/J DEFGRID3
* xyz 0 1
C -1.08 -1.97 -1.14
C -0.31 -1.23 -0.58
C 0.56 -0.33 0.13
C 0.63 1.10 -0.32
C -0.03 0.85 0.98
H -1.79 -2.63 -1.58
H 1.05 -0.70 1.01
H 1.56 1.66 -0.37
H -0.08 1.32 -1.11
H 0.58 1.10 1.85
H -1.09 0.82 1.13
*
```

Values from the calculation:
SMILES: C#CC1CC1
E_HOMO, eV: -9.049
Electronic energy, hartree: -193.9871

***

C3H6N4O in the gas phase, computed with wB97M-V/def2-TZVPD.

Structure (ORCA input):
```
! RIJCOSX wB97M-V def2-TZVPD def2/J DEFGRID3
* xyz 0 1
C -2.28 -0.86 0.41
C 0.14 0.57 -0.05
C 1.46 0.98 0.26
H -1.93 -1.74 -0.16
H -1.78 -0.86 1.43
H -3.34 -0.95 0.51
H -2.78 1.01 -0.49
H 1.83 1.99 0.46
H 2.02 -1.59 -0.81
N -2.00 0.39 -0.36
N -0.95 1.21 -0.07
N 2.36 0.08 0.12
N 1.70 -1.07 -0.01
O 0.29 -0.78 -0.31
*
```

Values from the calculation:
SMILES: CN/N=c1/cn[nH]o1
E_HOMO, eV: -7.863
Electronic energy, hartree: -412.0379

***

A molecular structure, C23H31BBr3CdClFI2O7P, computed with wB97M-V/def2-TZVPD.

Structure (ORCA input):
```
! RIJCOSX wB97M-V def2-TZVPD def2/J DEFGRID3
* xyz 2 1
C -0.43 3.60 0.22
C 0.48 2.34 0.51
C 1.55 1.89 -0.54
I 1.37 3.28 -2.26
C 1.49 0.33 -1.07
C 3.00 0.23 -1.62
C 3.33 -0.69 -2.82
O 3.28 -0.21 -3.92
Cl 3.91 -2.40 -2.79
O 0.44 0.45 -1.95
C -0.28 -0.40 -2.77
I 0.36 -2.45 -3.10
C -0.21 0.28 -4.25
C -1.09 1.57 -4.43
C -2.35 1.40 -5.36
F -2.48 2.55 -6.20
C -1.83 -0.29 -2.36
Br -2.41 0.82 -0.83
C -2.90 -0.87 -3.01
C -4.39 -0.69 -2.51
Br -2.72 -1.93 -4.60
C 1.33 -0.58 0.26
Br 2.48 0.13 1.77
O -0.03 -0.80 0.46
C -0.74 -1.19 1.55
C -0.14 -1.68 2.91
C -0.05 -0.55 4.00
C -1.10 0.46 4.22
C -1.04 1.54 5.17
C 0.18 1.67 6.01
C 1.23 0.66 5.85
C 1.17 -0.43 4.87
C 2.41 -1.38 4.82
P -1.87 -2.68 1.02
O -2.08 -2.70 -0.61
O -3.28 -2.63 1.88
B 2.00 -2.08 0.15
O 3.40 -2.29 0.31
O 1.22 -3.25 0.03
H -1.08 3.70 1.15
H -1.16 3.48 -0.62
H 0.13 4.57 0.19
H 1.07 2.68 1.42
H -0.21 1.57 0.93
H 2.60 2.14 -0.16
H 3.74 -0.01 -0.79
H 3.39 1.24 -1.95
H 0.87 0.63 -4.31
H -0.30 -0.48 -5.06
H -0.44 2.31 -4.98
H -1.33 2.11 -3.46
H -3.31 1.24 -4.81
H -2.12 0.55 -6.06
H -5.09 -1.18 -3.24
H -4.66 0.39 -2.45
H -4.54 -1.24 -1.54
H -1.51 -0.39 1.81
H -0.86 -2.43 3.37
H 0.83 -2.23 2.85
H -2.02 0.39 3.58
H -1.88 2.27 5.25
H 0.25 2.51 6.73
H 2.13 0.76 6.51
H 3.32 -0.71 4.85
H 2.42 -2.02 5.73
H 2.50 -2.00 3.89
H -1.80 -3.54 -1.02
H -3.49 -3.56 2.10
H 3.57 -3.15 0.73
H 1.78 -4.04 0.05
Cd 4.01 3.41 0.30
*
```

Values from the calculation:
E_HOMO, eV: -13.080
Electronic energy, hartree: -10832.2908

***

A molecular structure, C31H35F9N4OP2Pb, computed with wB97M-V/def2-TZVPD.

Structure (ORCA input):
```
! RIJCOSX wB97M-V def2-TZVPD def2/J DEFGRID3
* xyz 2 1
Pb -1.71 0.38 -3.70
C 0.41 -3.70 0.58
C 0.48 -3.95 -0.73
C -0.72 -4.24 -1.60
C -1.83 -3.16 -1.52
C -3.08 -3.59 -0.80
C -3.11 -4.32 0.32
C -1.89 -4.74 1.09
C -0.86 -3.61 1.37
C -3.03 1.64 -2.40
H 1.32 -3.49 1.15
H 1.44 -3.99 -1.24
H -1.15 -5.23 -1.41
H -0.35 -4.27 -2.63
H -1.41 -2.22 -1.10
H -2.13 -2.90 -2.55
H -4.01 -3.27 -1.28
H -4.06 -4.67 0.73
H -1.40 -5.59 0.60
H -2.23 -5.11 2.07
H -1.33 -2.62 1.20
H -0.58 -3.64 2.43
H -2.39 2.46 -2.04
H -3.36 1.01 -1.56
H -3.88 2.03 -2.98
P -4.45 0.00 -4.49
P -1.40 -1.28 -6.22
N -5.66 -0.98 -3.63
N -5.69 1.03 -5.39
N -1.85 -3.00 -6.19
N -0.62 -1.47 -7.80
C -4.18 -1.16 -5.84
C -3.06 -0.70 -6.79
C -6.23 -0.57 -2.41
C -7.27 -1.43 -2.10
C -7.36 -2.39 -3.16
C -6.37 -2.09 -4.08
C -5.75 2.43 -5.34
C -6.76 2.86 -6.20
C -7.34 1.70 -6.80
C -6.68 0.60 -6.27
C -1.71 -3.79 -5.05
C -2.51 -4.91 -5.18
C -3.19 -4.82 -6.45
C -2.78 -3.63 -7.04
C -0.49 -2.56 -8.68
C -0.08 -2.09 -9.93
C 0.06 -0.66 -9.81
C -0.28 -0.31 -8.52
H -5.09 -1.32 -6.42
H -3.93 -2.12 -5.36
H -3.26 -1.07 -7.81
H -2.99 0.41 -6.85
H -5.82 0.28 -1.89
H -7.91 -1.38 -1.23
H -8.08 -3.20 -3.26
H -6.11 -2.58 -5.01
H -5.07 2.97 -4.71
H -7.05 3.89 -6.38
H -8.14 1.67 -7.52
H -6.84 -0.46 -6.46
H -0.99 -3.50 -4.29
H -2.60 -5.73 -4.47
H -3.87 -5.53 -6.88
H -3.06 -3.20 -7.99
H -0.68 -3.57 -8.36
H 0.09 -2.69 -10.80
H 0.38 0.01 -10.59
H -0.32 0.65 -8.03
F 1.37 -0.90 0.02
C 1.55 0.23 -0.74
F 2.60 0.91 -0.20
F 1.92 -0.19 -1.97
C 0.22 1.06 -0.82
O -0.62 0.51 -1.72
C -0.44 1.03 0.60
F 0.46 1.14 1.62
F -1.37 2.01 0.75
F -1.11 -0.15 0.77
C 0.60 2.56 -1.12
F 1.25 3.16 -0.08
F 1.40 2.65 -2.21
F -0.51 3.31 -1.38
*
```

Values from the calculation:
E_HOMO (spin up / spin down), eV: -12.664 / -12.673
Electronic energy, hartree: -3270.0776

***

2 unconnected molecules or ions with the total composition C7H16INOS, computed with wB97M-V/def2-TZVPD.

Structure (ORCA input):
```
! RIJCOSX wB97M-V def2-TZVPD def2/J DEFGRID3
* xyz 0 3
C 3.49 1.47 0.76
C 3.53 -1.11 1.09
C 2.87 0.00 -1.19
C -2.84 1.57 -0.96
C -2.10 -0.75 -1.51
C 2.88 0.11 0.32
C -2.91 0.23 -0.81
N 0.36 0.93 0.02
O 0.71 -1.75 0.54
S 1.07 -0.09 0.90
I -4.21 -0.65 0.66
H 3.28 2.18 -0.11
H 2.99 1.83 1.67
H 4.63 1.35 0.81
H 4.26 -1.66 0.51
H 2.81 -1.79 1.44
H 3.84 -0.76 1.98
H 2.77 -1.02 -1.55
H 2.03 0.54 -1.46
H 3.70 0.50 -1.61
H -2.22 2.03 -1.73
H 1.26 -2.10 -0.20
H -3.58 2.27 -0.52
H -1.62 -0.33 -2.44
H -1.29 -1.19 -0.87
H -2.65 -1.56 -1.82
H -0.57 0.97 0.42
*
```

Values from the calculation:
Expectation value of S²: 2.010
E_HOMO (spin up / spin down), eV: -5.317 / -9.018
Electronic energy, hartree: -1101.9184

***

2 unconnected molecules or ions with the total composition C10H16BrCl4N2, computed with wB97M-V/def2-TZVPD.

Structure (ORCA input):
```
! RIJCOSX wB97M-V def2-TZVPD def2/J DEFGRID3
* xyz 1 1
C 0.69 3.29 1.78
C -0.70 2.80 2.14
C -0.63 1.38 2.74
Cl -2.02 1.06 3.79
C -0.57 0.35 1.67
C -1.53 -0.20 0.87
N -0.87 -1.09 0.03
C 0.42 -1.10 0.29
C 1.48 -1.91 -0.38
C 2.60 -1.00 -0.92
C 2.33 -0.51 -2.35
Br 4.29 -1.96 -0.81
N 0.63 -0.23 1.30
H 1.18 2.62 1.08
H 0.62 4.26 1.29
H 1.32 3.35 2.66
H -1.22 3.47 2.81
H -1.28 2.72 1.23
H 0.26 1.28 3.34
H -2.58 0.00 0.87
H -1.33 -1.65 -0.69
H 1.87 -2.66 0.30
H 1.01 -2.40 -1.22
H 2.73 -0.13 -0.29
H 2.02 0.52 -2.32
H 1.60 -1.12 -2.85
H 3.25 -0.53 -2.92
H 1.52 -0.05 1.72
C -3.35 -2.04 -3.10
Cl -4.39 -1.02 -2.11
Cl -2.44 -3.17 -2.06
Cl -4.27 -2.92 -4.30
H -2.64 -1.41 -3.60
*
```

Values from the calculation:
E_HOMO, eV: -13.368
Electronic energy, hartree: -4914.7292

***

A gas-phase ion, C4H8IN2 (charge +1), computed with wB97M-V/def2-TZVPD.

Structure (ORCA input):
```
! RIJCOSX wB97M-V def2-TZVPD def2/J DEFGRID3
* xyz 1 1
C 0.10 -0.16 -0.71
C 2.32 -1.28 -0.37
C 0.96 -0.94 -0.08
C -1.21 0.19 -0.26
N 2.94 -2.13 0.35
N -1.20 0.95 1.07
I 0.25 -2.08 1.64
H 0.43 0.46 -1.50
H 2.83 -0.56 -0.98
H -2.01 -0.53 -0.19
H -1.62 0.84 -1.10
H 3.97 -2.05 0.18
H -0.51 1.73 1.01
H -0.84 0.27 1.86
H -2.15 1.39 1.30
*
```

Values from the calculation:
SMILES: [H]/N=C/C(I)=C/C[NH3+]
E_HOMO, eV: -13.228
Electronic energy, hartree: -564.1055

***

3 unconnected molecules or ions with the total composition C2H10N2O2, computed with wB97M-V/def2-TZVPD.

Structure (ORCA input):
```
! RIJCOSX wB97M-V def2-TZVPD def2/J DEFGRID3
* xyz 0 1
C 1.04 -1.02 -0.12
N 0.23 0.10 0.24
C -0.05 0.32 1.59
N -1.01 1.17 1.92
H 0.91 -1.96 0.50
H 0.89 -1.23 -1.21
H 2.08 -0.55 -0.29
H -0.45 0.36 -0.48
H 0.65 -0.10 2.32
H -1.02 1.42 2.84
H 1.44 4.24 -0.21
H 1.00 3.07 -1.13
O 1.23 4.02 -1.11
H -2.41 -4.33 -1.77
H -1.06 -4.96 -1.87
O -1.54 -4.10 -1.72
*
```

Values from the calculation:
SMILES: [H]/N=C/NC.O.O
E_HOMO, eV: -8.831
Electronic energy, hartree: -342.1351

***

CH2BrClO in the gas phase, computed with wB97M-V/def2-TZVPD.

Structure (ORCA input):
```
! RIJCOSX wB97M-V def2-TZVPD def2/J DEFGRID3
* xyz 0 1
C 0.12 0.45 -0.18
O -1.32 1.14 -0.17
Cl 1.18 1.79 0.08
Br -2.85 0.21 0.01
H 0.30 -0.45 0.55
H 0.31 0.11 -1.11
*
```

Values from the calculation:
SMILES: ClCOBr
E_HOMO, eV: -9.983
Electronic energy, hartree: -3148.6556

***

A molecular structure, C8H9P, computed with wB97M-V/def2-TZVPD.

Structure (ORCA input):
```
! RIJCOSX wB97M-V def2-TZVPD def2/J DEFGRID3
* xyz 0 1
C -2.67 -0.48 -0.07
C -1.73 -1.13 -0.84
C -2.37 0.72 0.58
C -0.40 -0.62 -0.94
C -1.06 1.21 0.49
C -0.07 0.57 -0.25
C 2.50 -0.22 1.13
C 2.68 0.01 -0.34
P 1.55 1.43 -0.40
H -3.62 -0.89 -0.23
H -2.21 -2.00 -1.31
H -3.23 1.23 1.06
H 0.37 -1.04 -1.54
H -0.63 2.07 1.03
H 1.55 -0.73 1.48
H 3.09 0.22 1.82
H 3.81 0.33 -0.55
H 2.43 -0.69 -1.12
*
```

Values from the calculation:
E_HOMO (spin up / spin down), eV: -7.779 / -7.694
Electronic energy, hartree: -651.4744

***

C19H24N2O3S in the gas phase, computed with wB97M-V/def2-TZVPD.

Structure (ORCA input):
```
! RIJCOSX wB97M-V def2-TZVPD def2/J DEFGRID3
* xyz 0 1
C 0.14 3.34 -0.95
C 0.01 2.39 -2.13
C -0.05 0.92 -1.73
H -0.71 0.81 -0.87
H -0.49 0.34 -2.55
C 1.32 0.28 -1.44
C 2.01 0.78 -0.21
C 1.35 0.85 1.02
C 2.01 1.30 2.15
C 3.34 1.68 2.08
C 4.01 1.61 0.87
C 3.35 1.16 -0.26
H 3.88 1.12 -1.20
H 5.04 1.91 0.81
H 3.85 2.03 2.96
H 1.48 1.35 3.09
H 0.31 0.57 1.08
C 1.12 -1.25 -1.46
O 0.59 -1.80 -2.40
N 1.60 -1.93 -0.40
H 1.97 -1.42 0.39
C 1.34 -3.35 -0.24
H 0.98 -3.69 -1.21
H 2.27 -3.87 0.00
C 0.28 -3.62 0.85
C -0.83 -2.62 0.74
C -1.61 -2.55 -0.41
C -2.51 -1.51 -0.58
C -2.63 -0.55 0.40
C -1.91 -0.64 1.58
C -1.01 -1.67 1.74
H -0.42 -1.73 2.65
H -2.04 0.13 2.32
S -3.63 0.89 0.14
O -4.10 0.92 -1.21
O -2.94 2.03 0.68
N -4.94 0.58 1.16
H -5.11 1.35 1.79
H -5.77 0.35 0.63
H -3.08 -1.41 -1.49
H -1.49 -3.29 -1.19
H -0.10 -4.64 0.71
H 0.74 -3.56 1.84
H 1.96 0.48 -2.31
H 0.84 2.55 -2.83
H -0.92 2.62 -2.66
H -0.68 3.17 -0.25
H 0.09 4.37 -1.29
H 1.08 3.20 -0.42
*
```

Values from the calculation:
SMILES: CCC[C@H](C(=O)NCCc1ccc(S(N)(=O)=O)cc1)c1ccccc1
E_HOMO, eV: -8.988
Electronic energy, hartree: -1471.8606